Entry 1:
DFT (ωB97M-V/def2-TZVPD) results for a structure of composition C27H52BrFeS5Si.

## Properties
total energy	-7178.12352	a.u.
ΔE to the lowest compared entry with this formula, charge and spin	0.0	kJ/mol
M	700.88	g mol⁻¹
HOMO energy (alpha / beta)	-7.3208 / -7.7907	eV
total charge	0
multiplicity	6
Kohn-Sham gap (alpha / beta)	6.82 / 7.07	eV
⟨S²⟩	8.78
lowest unoccupied orbital energy (alpha / beta)	-0.50 / -0.72	eV

```
87
Properties=species:S:1:pos:R:3:lowdin_charge:R:1
Fe -1.22490 -1.10542 2.18357 0.054
C -4.52672 -1.31953 2.74328 -0.643
C -4.42512 -0.17588 1.75222 -0.516
S -3.23404 -0.41998 0.41067 0.812
C -3.73292 -2.00934 -0.30707 -0.499
C -3.08792 -3.23930 0.32664 -0.507
S -1.29980 -2.98738 0.40600 0.817
C -0.80130 -4.23935 1.61210 -0.520
C 0.59416 -3.87363 2.09227 -0.646
S 0.69267 -2.20830 2.82742 0.478
C -0.14165 -3.41145 6.12020 -0.105
C -1.43329 -3.55924 6.36301 -0.104
S -2.96668 -1.84739 3.52095 0.546
H -4.99569 -2.18116 2.26135 0.051
H -5.20344 -1.01016 3.54204 0.063
H -4.06742 0.73160 2.24261 0.067
H -5.40134 0.03955 1.31094 0.081
H -3.44816 -1.93973 -1.35801 0.074
H -4.82055 -2.08709 -0.26954 0.088
H -3.30862 -4.11930 -0.27930 0.087
H -3.43632 -3.39911 1.34601 0.036
H -0.81760 -5.22363 1.14145 0.084
H -1.51253 -4.20225 2.43922 0.055
H 1.30840 -3.94962 1.26805 0.051
H 0.89799 -4.59452 2.85234 0.062
H 0.33313 -2.43922 6.13214 0.039
H 0.49203 -4.25695 5.87968 0.044
H -2.06950 -2.71226 6.58490 0.033
H -1.90939 -4.53183 6.32685 0.044
S -0.09134 0.89690 3.68876 0.734
C -1.01711 0.95589 2.37439 -0.835
C -2.63739 5.28481 0.84515 -0.046
C -2.79337 3.89727 0.21341 -0.605
C -4.28024 3.53365 0.09121 -0.044
C -2.13833 3.87001 -1.17622 -0.042
C -2.13017 2.88235 1.03813 0.018
C -1.55649 2.04775 1.69816 -0.167
H -3.13115 6.03244 0.22126 0.086
H -1.58428 5.55076 0.93831 0.088
H -3.08592 5.31063 1.83854 0.088
H -4.78446 4.26487 -0.54346 0.087
H -4.76246 3.53719 1.06985 0.089
H -4.39840 2.54384 -0.35194 0.073
H -2.62093 4.60640 -1.82208 0.091
H -2.23778 2.88279 -1.62962 0.082
H -1.07649 4.11030 -1.10930 0.080
C 3.42352 2.21948 -3.39034 -0.087
C 2.20588 2.07192 -2.46348 -0.624
C 0.94541 2.42600 -3.26886 -0.117
C 2.30909 3.12689 -1.35104 -0.104
Si 2.12475 0.30509 -1.70754 0.492
Br 0.02732 0.18460 -0.83905 0.570
C 2.20339 -1.09975 -3.01453 -0.625
C 3.65790 -1.36982 -3.43457 -0.087
C 1.40705 -0.73024 -4.27417 -0.106
C 1.59214 -2.40822 -2.48680 -0.117
C 3.30672 0.04139 -0.22145 -0.615
C 2.82799 0.79094 1.03329 -0.114
C 4.72986 0.50957 -0.56819 -0.088
C 3.37205 -1.44078 0.17770 -0.106
H 3.48699 3.25690 -3.73516 0.088
H 3.34231 1.58921 -4.27694 0.065
H 4.36482 1.98258 -2.89263 0.067
H 1.05327 3.44775 -3.64891 0.089
H 0.05124 2.39549 -2.64672 0.027
H 0.78369 1.77501 -4.12459 0.058
H 2.26527 4.12246 -1.80545 0.088
H 3.24389 3.06452 -0.79541 0.064
H 1.48110 3.04866 -0.64229 0.068
H 4.15318 -0.47821 -3.82355 0.068
H 3.66578 -2.12187 -4.23048 0.088
H 4.26124 -1.75918 -2.61476 0.063
H 1.85141 0.10091 -4.82162 0.063
H 0.37050 -0.47862 -4.04010 0.076
H 1.39434 -1.59329 -4.94790 0.087
H 2.08751 -2.78582 -1.59510 0.057
H 1.68337 -3.17310 -3.26569 0.088
H 0.53309 -2.29207 -2.25539 0.037
H 2.69905 1.86076 0.88277 0.061
H 3.57313 0.65339 1.82393 0.094
H 1.88861 0.37877 1.40140 0.013
H 4.78831 1.58861 -0.71323 0.064
H 5.12758 0.02549 -1.46266 0.069
H 5.39592 0.25834 0.26346 0.089
H 2.38383 -1.83156 0.42828 0.039
H 3.98403 -1.53069 1.08094 0.093
H 3.82627 -2.06746 -0.58971 0.065
```


Entry 2:
DFT (ωB97M-V/def2-TZVPD) results for the ion C4H6ClN2O2S with charge +1 in a non-equilibrium geometry.

## Properties
SMILES string	Cc1c[nH+]c(S(=O)(=O)Cl)[nH]1
total energy	-1274.09371	a.u.
ΔE to the lowest compared entry with this formula, charge and spin	33.2	kJ/mol
M	181.62	g mol⁻¹
HOMO energy	-14.5682	eV
total charge	+1
multiplicity	1
Kohn-Sham gap	9.75	eV
lowest unoccupied orbital energy	-4.82	eV

```
16
Properties=species:S:1:pos:R:3:lowdin_charge:R:1
C -0.96954 0.87407 0.68907 0.009
C -1.10457 -0.24520 -0.08004 -0.241
C 0.95886 0.42017 -0.20280 -0.303
C -2.44778 -0.98054 -0.12495 0.015
N 0.08761 -0.49172 -0.61828 0.184
N 0.31798 1.22742 0.62987 0.148
O 3.01486 -0.41800 -1.64339 -0.300
O 3.42208 1.46377 -0.10930 -0.279
S 2.80178 0.21752 -0.36243 0.392
Cl 3.16965 -1.09329 1.13571 0.474
H -1.57193 1.58173 1.22227 0.159
H -3.01988 -0.26936 -0.76394 0.102
H -2.44664 -1.97372 -0.66792 0.108
H -2.90132 -1.01069 0.90731 0.114
H 0.20837 -1.34620 -1.19219 0.224
H 0.48047 2.04405 1.18100 0.192
```


Entry 3:
DFT (ωB97M-V/def2-TZVPD) results for a cluster of 2 separate species, C3H10OSi2 in total in a non-equilibrium geometry.

## Properties
total energy	-774.45477	a.u.
ΔE to the lowest compared entry with this formula, charge and spin	182.0	kJ/mol
M	118.28	g mol⁻¹
HOMO energy	-7.2879	eV
total charge	0
multiplicity	1
Kohn-Sham gap	7.22	eV
lowest unoccupied orbital energy	-0.07	eV

```
16
Properties=species:S:1:pos:R:3:lowdin_charge:R:1
C 1.57151 1.92691 -0.47890 -0.071
C 1.07523 0.83606 -1.04630 -0.279
C 1.06857 -0.98641 1.58247 -0.200
O 0.57427 -2.00819 -0.97401 -0.202
Si -3.06298 0.06284 -0.06922 0.534
Si 0.34453 -0.62289 -0.12521 0.523
H 1.93696 2.76824 -1.04771 0.051
H 1.64714 2.01967 0.59271 0.045
H 1.01253 0.81088 -2.12986 0.049
H 0.84473 -0.18691 2.27990 0.018
H 0.65638 -1.90802 1.98338 0.025
H 2.15132 -1.10020 1.53356 0.034
H 0.68224 -2.01363 -1.92036 0.046
H -3.51530 0.18707 -1.45055 -0.192
H -3.67258 -1.08212 0.60044 -0.192
H -3.31455 1.29668 0.66967 -0.191
```


Entry 4:
DFT (ωB97M-V/def2-TZVPD) results for a cluster of 2 separate species, C3H8NO2 in total in a non-equilibrium geometry.

## Properties
total energy	-323.88446	a.u.
ΔE to the lowest compared entry with this formula, charge and spin	637.5	kJ/mol
M	90.10	g mol⁻¹
HOMO energy (alpha / beta)	-14.1361 / -14.1374	eV
total charge	+1
multiplicity	1
Kohn-Sham gap (alpha / beta)	9.73 / 9.73	eV
lowest unoccupied orbital energy (alpha / beta)	-4.41 / -4.41	eV

```
14
Properties=species:S:1:pos:R:3:lowdin_charge:R:1
C 3.95067 -0.14154 -0.09687 0.151
C -1.65058 -0.21783 -0.16706 -0.161
C -3.04077 0.07126 -0.12118 -0.043
N -0.61402 0.40215 0.22772 0.235
O 2.79783 0.36334 -0.19018 -0.061
O 1.85809 -0.21086 0.47021 -0.161
H 4.90768 0.31751 -0.37921 0.130
H 4.18699 -1.09213 0.41320 0.133
H -1.54960 -1.09235 -0.65115 0.108
H -3.68125 -0.64198 0.45744 0.119
H -3.52604 -0.00962 -1.20518 0.165
H -3.20676 1.01747 0.52710 0.125
H -0.78567 1.30673 0.65424 0.156
H 0.35344 -0.07216 0.06091 0.104
```


Entry 5:
DFT (ωB97M-V/def2-TZVPD) results for a cluster of 2 separate species, C3H10NO2 in total in a non-equilibrium geometry.

## Properties
total energy	-325.26499	a.u.
ΔE to the lowest compared entry with this formula, charge and spin	137.9	kJ/mol
M	92.12	g mol⁻¹
HOMO energy	-14.5514	eV
total charge	+1
multiplicity	1
Kohn-Sham gap	11.18	eV
lowest unoccupied orbital energy	-3.37	eV

```
16
Properties=species:S:1:pos:R:3:lowdin_charge:R:1
O -2.73180 0.13775 -0.41649 0.117
C -1.87423 -0.48517 0.16306 -0.212
C -0.43371 -0.16109 0.39110 -0.306
C -0.36524 0.31994 1.85486 0.003
N 0.16554 0.84857 -0.47932 0.219
H -2.06933 -1.46436 0.60974 0.145
H 0.16520 -1.03219 0.22916 0.149
H -1.11271 0.89478 2.21302 0.052
H -0.16650 -0.48753 2.60779 0.123
H 0.60369 0.93256 1.93992 0.120
H -0.53007 1.54153 -0.82424 0.199
H 0.83886 1.31863 0.05271 0.124
H 0.81886 0.36829 -1.18846 0.149
H 2.47149 -0.40265 -2.90482 0.058
H 2.21748 -1.63711 -2.11128 0.082
O 2.00249 -0.69195 -2.13675 -0.024
```


Entry 6:
DFT (ωB97M-V/def2-TZVPD) results for a cluster of 2 separate species, C9H9ClN2OPS in total in a non-equilibrium geometry.

## Properties
total energy	-1732.51235	a.u.
ΔE to the lowest compared entry with this formula, charge and spin	240.6	kJ/mol
M	259.68	g mol⁻¹
HOMO energy (alpha / beta)	-12.2921 / -12.4022	eV
total charge	+1
multiplicity	1
Kohn-Sham gap (alpha / beta)	6.93 / 8.56	eV
lowest unoccupied orbital energy (alpha / beta)	-5.36 / -3.84	eV

```
24
Properties=species:S:1:pos:R:3:lowdin_charge:R:1
C -3.64900 0.45326 -1.53355 -0.007
C -3.49181 0.36215 -0.10375 -0.023
C -2.57833 0.79658 -2.36689 -0.074
C -1.10555 0.75845 -0.44674 -0.254
C -2.19660 0.52615 0.38041 -0.432
C -1.32610 1.00075 -1.82144 -0.555
C -0.04567 0.35353 1.52723 -0.550
C 1.43430 0.65069 -0.35613 -0.217
C 3.52865 -2.93883 0.92428 0.084
N 0.10138 0.59248 0.18286 -0.087
N 1.12157 0.29119 2.20633 -0.029
O 3.58430 1.00403 1.53871 -0.340
P 2.49761 0.10805 1.10416 0.843
S -1.68861 0.30321 2.05214 1.198
Cl -0.01757 1.49145 -2.83326 0.776
H -4.56375 0.46451 -2.04660 0.100
H -4.26799 0.30915 0.60081 0.100
H -2.70721 1.03822 -3.39531 0.111
H 1.42385 0.00204 -1.35098 0.133
H 1.84978 1.64512 -0.46792 0.098
H 3.94950 -3.14878 1.99047 0.042
H 2.52416 -3.16353 0.69252 -0.038
H 4.45531 -2.91692 0.35681 0.000
H 1.16777 0.01704 3.16584 0.121
```


Entry 7:
DFT (ωB97M-V/def2-TZVPD) results for a structure of composition C27H39O2PTa in a non-equilibrium geometry.

## Properties
total energy	-1600.71881	a.u.
ΔE to the lowest compared entry with this formula, charge and spin	327.0	kJ/mol
M	607.53	g mol⁻¹
HOMO energy (alpha / beta)	-10.5134 / -10.5109	eV
total charge	+1
multiplicity	1
Kohn-Sham gap (alpha / beta)	5.69 / 5.63	eV
lowest unoccupied orbital energy (alpha / beta)	-4.83 / -4.88	eV

```
70
Properties=species:S:1:pos:R:3:lowdin_charge:R:1
Ta 0.11252 0.08612 -0.47821 1.828
C 4.41220 0.33006 0.86156 -0.054
C 2.92747 0.66572 1.06271 -0.701
C 2.48335 0.24140 2.47909 -0.050
C 2.72524 2.17243 0.90061 -0.089
C 2.06962 -0.12719 0.10450 -0.202
H 5.03322 0.98845 1.46894 0.089
H 4.69478 0.46465 -0.18348 0.089
H 4.61646 -0.70393 1.14138 0.089
H 3.11766 0.72129 3.22538 0.095
H 2.56551 -0.83951 2.59983 0.084
H 1.44666 0.53925 2.64868 0.077
H 3.38672 2.71976 1.57331 0.100
H 1.69281 2.44322 1.12670 0.021
H 2.96552 2.47451 -0.11833 0.074
H 2.52689 -1.11096 -0.04301 0.057
C 1.55907 4.91391 -0.80419 -0.152
C 0.03903 4.82023 -0.91482 -0.397
P -0.66240 3.24691 -0.23986 0.935
C -2.44166 3.37784 -0.76428 -0.403
C -3.02650 4.76264 -1.04069 -0.133
C -0.71791 3.56396 1.58869 -0.404
C -1.66945 4.64249 2.09843 -0.132
H 1.91387 5.82018 -1.29290 0.080
H 2.02769 4.06072 -1.29302 0.054
H 1.88129 4.94116 0.23682 0.067
H -0.25088 4.86458 -1.96653 0.083
H -0.43948 5.65254 -0.39771 0.080
H -3.02054 2.87809 0.01704 0.063
H -2.52701 2.77066 -1.66937 0.073
H -2.97991 5.41122 -0.16874 0.059
H -4.07483 4.64900 -1.31647 0.082
H -2.52187 5.25601 -1.86883 0.068
H 0.30266 3.81561 1.88823 0.065
H -0.96732 2.60351 2.04901 0.063
H -1.45814 5.61573 1.65636 0.068
H -1.54450 4.73695 3.17690 0.082
H -2.71051 4.38695 1.90670 0.069
C 1.33838 -7.03610 1.44935 -0.073
C 1.12275 -6.64446 0.13557 -0.067
C 0.80586 -5.33082 -0.16381 -0.027
C 0.69628 -4.37827 0.85283 -0.212
C 0.93428 -4.78158 2.16967 -0.040
C 1.24005 -6.09863 2.46613 -0.074
C 0.41377 -2.95281 0.61138 -0.088
C -0.03354 -2.34766 -0.49013 -0.189
C -0.55329 -2.82098 -1.76051 -0.313
C -0.04201 -2.31158 -2.95824 -0.074
C -0.52111 -2.74901 -4.18110 -0.072
C -1.53615 -3.69328 -4.22597 -0.070
C -2.05690 -4.20375 -3.04366 -0.058
C -1.58129 -3.76876 -1.81901 -0.039
H 1.58327 -8.06485 1.67558 0.108
H 1.20104 -7.36310 -0.66942 0.109
H 0.65740 -5.04408 -1.19404 0.108
H 0.86543 -4.05774 2.97320 0.111
H 1.40353 -6.39391 3.49387 0.108
H 0.66087 -2.33295 1.47010 0.085
H 0.77674 -1.58875 -2.92776 0.096
H -0.10667 -2.34837 -5.09670 0.109
H -1.92658 -4.01693 -5.18088 0.109
H -2.84558 -4.94377 -3.07821 0.112
H -1.98108 -4.17181 -0.89767 0.126
C -4.08142 0.28522 0.29706 0.021
C -2.61822 0.16841 -0.00385 -0.720
O -2.21520 -0.09215 -1.16272 -0.104
O -1.76090 0.34229 0.93749 -0.154
H -4.51625 -0.71460 0.27098 0.103
H -4.57056 0.87322 -0.47719 0.095
H -4.24022 0.72540 1.27726 0.093
```